Computed, not measured: C43H113N7O13 as an isolated structure at a distorted geometry, with the ωB97M-V functional and the def2-TZVPD basis.

Its calculated total energy is -3065.62535 Ha. As for the max |F|: 0.305 Eh/bohr. The gap between HOMO and LUMO is 6.889 eV.

```
176
Properties=species:S:1:pos:R:3:forces:R:3
C -5.380 1.003 -4.689 1.407 0.781 -0.556
C -4.477 0.035 -3.875 -1.784 1.453 -1.142
C -3.280 0.673 -3.157 0.185 -0.169 -0.559
O -5.339 -0.652 -3.033 2.536 -5.141 -2.910
H -6.259 0.544 -5.142 0.146 -0.323 0.273
H -4.773 1.420 -5.492 -0.048 0.199 -0.236
H -5.704 1.832 -4.059 0.091 -0.026 -1.004
H -4.108 -0.688 -4.603 0.187 0.110 -0.251
H -3.487 1.307 -2.294 -0.486 0.505 -1.088
H -2.553 1.140 -3.821 -0.273 0.392 -0.219
H -2.707 -0.104 -2.651 -0.686 0.778 -1.699
H -5.801 -0.021 -2.476 -0.602 -0.268 -2.012
C -3.257 3.810 2.223 -0.123 1.441 -0.116
C -3.902 2.817 1.287 2.204 1.225 0.237
C -3.489 3.263 -0.173 -1.295 -0.774 0.260
O -3.402 1.514 1.596 -4.949 0.117 0.970
H -3.312 3.466 3.256 -0.125 0.199 -0.125
H -3.632 4.832 2.159 -1.105 -0.020 0.057
H -2.243 4.077 1.925 0.148 -0.691 -0.020
H -4.976 2.806 1.471 1.018 0.806 0.197
H -2.434 3.062 -0.359 -0.279 1.011 0.513
H -3.836 4.258 -0.453 0.308 0.283 0.438
H -4.005 2.615 -0.883 0.117 0.147 -0.141
H -2.547 1.437 1.167 -0.061 1.014 1.132
C -2.127 0.807 -0.652 0.997 -0.091 -0.970
C -1.122 0.645 0.483 0.807 0.712 -1.073
C 0.340 0.532 0.125 -2.531 -2.614 -0.761
O -1.265 1.839 1.215 -1.601 1.005 -3.194
H -3.132 0.903 -0.241 0.735 0.041 -0.280
H -2.210 0.032 -1.414 1.184 0.117 1.657
H -1.992 1.711 -1.246 0.788 -0.233 0.125
H -1.428 -0.260 1.009 0.056 0.675 0.274
H 0.417 -0.266 -0.614 -0.188 0.927 -0.236
H 0.872 0.054 0.948 -0.568 1.045 -1.220
H 0.769 1.440 -0.299 -4.282 -2.035 2.380
H -0.632 1.839 1.937 0.177 0.343 -1.681
C 6.441 -2.153 -2.576 0.280 0.485 0.016
O 5.920 -0.950 -1.992 1.477 -1.678 1.087
C 6.692 -0.461 -0.874 0.309 0.128 -0.812
C 6.026 0.768 -0.247 1.718 -0.649 -3.318
N 6.003 1.903 -1.200 1.281 -0.601 0.828
C 5.398 3.139 -0.691 -0.848 -1.276 -1.732
C 3.908 2.937 -0.382 -0.015 0.557 -0.908
O 3.107 2.583 -1.571 1.310 2.034 0.818
C 1.752 2.455 -1.212 1.524 0.731 -0.365
H 6.503 -2.979 -1.867 -0.109 0.051 0.306
H 7.440 -1.976 -2.974 0.200 0.076 0.025
H 5.824 -2.479 -3.413 -0.181 0.344 0.176
H 7.696 -0.252 -1.243 0.225 0.415 -0.120
H 6.866 -1.230 -0.121 -0.492 -0.380 0.224
H 6.626 1.075 0.610 0.446 -0.520 -1.033
H 5.048 0.546 0.180 1.461 -0.666 -2.495
H 5.626 1.512 -2.052 0.077 1.412 0.245
H 5.443 3.904 -1.465 0.142 -0.052 -0.253
H 6.005 3.545 0.119 -0.387 -0.214 0.257
H 3.575 3.892 0.024 -0.616 0.125 0.132
H 3.743 2.136 0.339 1.116 1.910 -1.879
H 1.316 3.265 -0.628 0.282 0.673 0.096
H 1.653 1.592 -0.553 3.422 1.273 -1.898
H 1.127 2.357 -2.100 0.163 -0.321 -0.076
C 1.298 -4.412 -3.930 0.742 0.454 -0.846
O 0.187 -3.552 -3.915 -0.311 0.494 0.192
C 0.341 -2.377 -3.128 -0.797 0.962 -0.611
C -0.996 -1.626 -3.056 0.456 -1.497 -1.718
N -1.962 -2.573 -2.528 -4.441 0.933 -5.701
C -3.292 -1.973 -2.438 -0.890 -3.067 1.528
C -4.246 -3.105 -1.937 0.574 -0.180 -0.972
O -4.569 -3.889 -3.083 0.470 -0.037 -0.482
C -5.102 -5.148 -2.757 0.043 0.300 0.980
H 2.205 -3.831 -4.099 0.200 -0.025 -0.028
H 1.192 -5.044 -4.812 -0.141 -0.228 0.214
H 1.480 -5.012 -3.039 -0.496 -0.014 0.301
H 1.073 -1.635 -3.449 -1.782 -0.443 -1.338
H 0.747 -2.593 -2.140 0.043 -0.670 -0.885
H -1.302 -1.425 -4.083 0.158 0.638 -0.196
H -0.890 -0.735 -2.437 -0.232 0.098 -0.944
H -2.008 -3.251 -3.276 -0.233 -0.621 -0.170
H -3.765 -1.581 -3.339 1.202 -1.152 0.716
H -3.241 -1.248 -1.626 -0.409 -0.501 -0.620
H -5.105 -2.678 -1.419 0.143 -1.342 -0.662
H -3.807 -3.776 -1.198 0.632 -0.064 0.083
H -5.170 -5.847 -3.590 -0.389 0.661 -0.371
H -6.030 -4.929 -2.229 -0.553 -0.691 -0.234
H -4.473 -5.684 -2.046 0.367 0.062 0.342
C 8.661 3.956 3.170 -0.645 0.926 0.406
O 7.257 3.882 2.865 -0.035 -1.202 0.283
C 6.848 2.566 2.460 0.030 0.049 -0.276
C 5.327 2.344 2.360 0.269 0.733 1.114
N 5.012 1.136 1.636 -2.820 2.406 4.930
C 3.591 0.851 1.597 0.807 -1.685 2.505
C 2.986 0.376 2.930 0.828 -0.150 0.833
O 1.649 0.051 2.614 3.688 -5.396 6.103
C 0.985 -1.004 3.240 8.100 2.156 0.522
H 9.328 3.844 2.315 -0.219 -0.384 -0.233
H 8.961 3.321 4.004 -0.149 -0.488 -0.165
H 8.808 4.969 3.543 -0.042 0.085 -0.130
H 7.174 1.756 3.111 0.633 0.172 0.511
H 7.313 2.380 1.492 0.017 0.025 -0.082
H 4.881 3.216 1.882 -0.181 -0.121 -0.089
H 4.868 2.246 3.344 0.306 0.705 0.584
H 5.559 0.339 1.931 -0.184 -0.034 0.223
H 3.492 0.018 0.901 0.230 0.476 1.596
H 3.041 1.651 1.101 -0.814 -0.682 1.913
H 2.973 1.068 3.772 0.215 0.345 -0.085
H 3.460 -0.541 3.278 0.442 -0.072 -0.074
H 0.837 -0.726 4.284 -0.352 -0.366 -0.021
H 1.634 -1.879 3.241 0.139 -0.417 -0.251
H 0.075 -1.244 2.690 5.523 9.203 -8.368
C -0.797 2.939 3.719 -0.032 -0.184 0.633
C -0.069 1.632 3.444 -0.480 0.106 2.774
C -1.045 0.410 3.482 -0.514 1.205 -0.818
O -1.844 0.481 4.636 0.673 0.047 0.803
C -2.373 -0.726 5.092 -1.596 1.476 2.378
N 0.670 1.747 2.232 1.942 6.877 0.630
H -1.065 2.898 4.774 -0.385 0.299 -0.063
H -1.668 3.102 3.083 1.033 -0.449 0.823
H -0.095 3.761 3.582 0.048 0.168 0.011
H 0.642 1.608 4.270 0.048 -0.862 0.693
H -0.405 -0.463 3.359 -3.586 3.689 1.622
H -1.769 0.407 2.668 0.456 0.387 0.157
H -3.039 -1.250 4.407 0.446 0.953 0.070
H -2.984 -0.445 5.949 -0.226 0.107 0.072
H -1.622 -1.407 5.494 -0.851 0.710 1.220
H 1.172 2.613 2.369 -0.471 1.170 -0.440
H 1.449 1.105 2.217 -2.574 2.989 -1.315
C 2.936 -1.396 -3.361 0.512 -0.404 1.619
C 3.089 -0.165 -2.431 0.580 -3.358 -0.123
C 3.233 -0.562 -0.894 -1.100 1.007 -1.746
O 2.056 -1.239 -0.436 2.481 -0.603 -0.617
C 2.083 -1.544 0.943 0.019 -2.286 -0.660
N 4.210 0.496 -3.028 -0.348 2.985 0.135
H 2.690 -1.059 -4.368 -0.152 -0.117 0.036
H 2.186 -2.058 -2.929 2.171 0.121 -0.270
H 3.867 -1.961 -3.415 0.192 0.309 0.050
H 2.197 0.457 -2.503 0.063 -0.045 -0.027
H 3.315 0.406 -0.400 -0.490 -0.139 -1.372
H 4.165 -1.036 -0.586 -0.176 -0.787 -0.509
H 1.086 -1.912 1.184 0.070 -0.520 -0.561
H 2.184 -0.752 1.686 0.737 -2.045 -3.450
H 2.797 -2.317 1.227 0.354 -0.666 -0.536
H 4.062 1.433 -2.680 -0.139 0.653 -0.871
H 5.101 0.293 -2.598 -0.825 -1.362 -0.776
C -0.890 -2.292 3.548 -2.980 -4.386 -0.276
C -2.088 -2.382 2.595 0.495 -0.588 0.343
C -1.801 -3.008 1.166 1.267 0.467 0.889
O -1.118 -1.989 0.401 -0.204 -0.658 2.125
C -0.562 -2.396 -0.830 2.482 -0.643 4.676
N -3.156 -3.082 3.288 -0.423 -0.948 -0.401
H -0.518 -3.309 3.675 0.082 -0.236 0.305
H -1.174 -1.818 4.488 1.317 -1.801 -2.033
H -0.086 -1.730 3.074 -6.105 -12.593 7.072
H -2.467 -1.375 2.419 1.493 -0.059 0.812
H -2.732 -3.229 0.644 1.164 -1.272 0.840
H -1.202 -3.913 1.267 0.299 -0.072 0.045
H -0.203 -1.534 -1.392 -0.576 -0.452 2.229
H -1.362 -2.878 -1.392 1.384 -0.873 1.324
H 0.356 -2.968 -0.695 0.078 -0.457 0.958
H -3.399 -2.542 4.107 -0.052 -0.803 0.070
H -4.000 -3.043 2.736 -0.318 -0.201 -0.363
C -5.982 1.655 0.154 -0.344 -2.111 0.534
C -5.566 0.638 -0.932 -0.160 1.470 2.597
C -5.846 -0.860 -0.594 0.677 0.311 1.285
O -5.203 -1.283 0.671 -0.805 1.190 -0.869
C -3.776 -1.414 0.598 -1.230 0.179 -1.293
N -6.198 1.092 -2.182 -2.532 4.426 3.198
H -5.664 2.670 -0.084 -1.256 -0.336 -0.616
H -5.490 1.476 1.109 -0.474 -1.120 -0.583
H -7.033 1.454 0.365 -0.382 0.695 -0.275
H -4.490 0.730 -1.081 -0.679 -0.245 -0.023
H -5.489 -1.501 -1.399 -0.492 1.509 0.751
H -6.920 -1.045 -0.566 -0.164 0.046 0.741
H -3.563 -2.415 0.223 -1.100 1.321 -0.340
H -3.235 -1.310 1.538 -2.362 0.457 -1.151
H -3.245 -0.718 -0.052 -1.015 -0.431 0.459
H -7.159 1.371 -2.048 -0.396 -0.233 0.411
H -5.768 1.950 -2.496 0.402 -0.141 0.316
```
Positions in Å, forces in eV/Å.

Atomic partial charges in e from the Löwdin method, atoms 1 to 5: atom 1 (C): -0.03, atom 2 (C): -0.43, atom 3 (C): -0.04, atom 4 (O): -0.15, atom 5 (H): 0.09